2 unconnected molecules or ions with the total composition C4H11NO2 at a distorted geometry. Source: the Open Molecules 2025 dataset; level of theory: ωB97M-V with the def2-TZVPD basis set.

Geometry as XYZ:
```
18
C4H11NO2 | the Open Molecules 2025 dataset | ωB97M-V with the def2-TZVPD basis set
O 2.93644 1.32857 1.10302
O -1.48514 -0.55691 -0.39055
N 1.21736 0.52654 -0.13823
C -1.93952 -2.49000 -1.84340
C 0.77941 1.70448 1.95738
C 1.73888 1.21315 0.90780
C -2.41332 -1.11527 -1.33009
H -1.74259 -2.50633 -2.90920
H -0.18884 2.09318 1.64735
H -1.10350 -2.81052 -1.22690
H -2.42742 -0.35343 -2.06855
H 1.76950 0.43702 -0.96881
H -3.39412 -1.30994 -0.89544
H 0.54030 0.84855 2.60649
H 1.23299 2.33601 2.71137
H -2.74917 -3.20066 -1.66581
H -1.47953 -1.08944 0.41459
H 0.25601 0.21151 -0.16497
```

Energy relative to the best compared isomer or geometry (same formula, charge and spin) ... 83.0 kJ/mol
E_LUMO ... 0.022 Ha
E_tot ... -9911.38140 eV
Largest force on an atom ... 1.605 eV/A
Frontier orbital gap ... 9.981 eV

And the natural (NBO) charges, in e, turn out to be: -0.618 -0.743 -0.844 -0.645 -0.726 0.665 -0.061 0.219 0.221 0.218 0.186 0.398 0.165 0.227 0.244 0.206 0.470 0.419